Record 1
The following is a DFT calculation (the ωB97M-V functional and the def2-TZVPD basis) of 3 unconnected molecules or ions with the total composition C20H37BN7O2 at a distorted geometry.

Values from the calculation:
* LUMO energy: -2.4639 eV
* DFT total energy: -36537.203 eV
* net charge: +1
* HOMO: -12.25 eV
* gap between HOMO and LUMO: 9.8 eV

```
67
Properties=species:S:1:pos:R:3:forces:R:3
C 1.0711 2.0456 2.8975 -0.50 -0.04 -0.18
C 0.0841 2.3556 1.7710 0.37 -0.30 -0.04
N 0.5233 1.7801 0.4821 0.22 0.03 0.30
N 0.0331 0.4949 0.2728 0.32 1.33 -0.12
C 0.7030 -0.5900 0.6284 -0.02 0.27 -0.08
N -0.0508 -1.6297 0.3324 0.60 -1.22 0.37
C 0.3983 -3.0146 0.5848 0.17 0.27 -0.47
B 1.9272 -3.2485 0.1338 0.11 0.09 0.36
O 2.8366 -3.4856 1.1325 -0.56 -0.64 -0.02
O 2.3075 -3.1959 -1.1788 -0.01 0.32 0.25
C -1.2364 -1.2097 -0.2125 -0.13 -0.24 -0.01
C -2.3482 -2.0809 -0.6416 -0.14 -0.70 0.21
C -2.7051 -3.1547 0.3861 -0.03 -0.28 -0.32
C -2.9198 -2.6891 1.7849 0.44 -0.08 0.06
N -2.8294 -4.3810 0.0924 0.03 0.22 -0.04
C -1.1708 0.1377 -0.2611 -1.25 -0.09 -0.52
N -2.1832 0.9725 -0.7155 0.79 0.60 0.28
C -1.9104 1.7299 -1.7139 -0.20 0.05 0.13
C -0.6949 1.6419 -2.5804 -0.36 0.21 0.05
C -2.9195 2.7660 -2.0853 -0.40 -0.91 -0.01
H 0.7110 1.2255 3.5082 0.03 -0.14 0.21
H 2.0387 1.7746 2.4939 0.25 0.12 -0.08
H 1.1650 2.9260 3.5187 0.18 0.05 0.34
H 0.0271 3.4256 1.6274 -0.08 0.23 -0.15
H -0.9067 1.9792 2.0150 -0.25 0.15 0.01
H 0.3044 2.3689 -0.3055 -0.17 -0.14 -0.13
H 1.6728 -0.5612 1.0792 0.24 -0.18 0.12
H 0.2402 -3.2687 1.6233 -0.10 0.05 0.27
H -0.2194 -3.6697 -0.0199 -0.11 -0.10 -0.05
H 3.1248 -4.4036 1.1874 0.56 0.13 0.07
H 2.3301 -2.2963 -1.5191 -0.09 -0.12 -0.51
H -3.2444 -1.4878 -0.7930 -0.02 0.42 -0.04
H -2.1177 -2.5477 -1.5955 0.01 -0.17 -0.19
H -3.8128 -2.0816 1.8592 -0.22 0.19 0.05
H -2.9810 -3.5372 2.4516 -0.20 -0.19 0.09
H -2.0677 -2.0867 2.0961 -0.02 0.23 0.15
H -2.6506 -4.5140 -0.9032 -0.04 -0.20 -0.04
H -0.1867 0.6875 -2.5533 0.23 -0.08 0.21
H -0.0266 2.4760 -2.3804 0.30 0.04 0.04
H -1.0218 1.7911 -3.5982 0.02 0.04 -0.32
H -3.8364 2.5220 -1.5645 -0.17 0.27 0.27
H -2.5742 3.7566 -1.8170 0.06 0.25 -0.10
H -3.1366 2.6885 -3.1449 0.13 0.36 -0.27
C -2.4042 -2.2053 -6.2322 -0.04 0.02 0.05
C -2.9323 -0.7748 -6.2207 -0.01 -0.24 0.03
C -1.9012 0.2470 -6.7162 -0.13 -0.12 0.19
C -0.7073 0.2394 -5.8662 0.75 0.07 0.22
N 0.2354 0.2298 -5.1989 -0.72 -0.07 -0.41
H -1.5514 -2.3226 -5.5611 0.04 0.03 -0.04
H -3.1774 -2.8993 -5.9039 -0.01 -0.01 -0.04
H -2.0912 -2.5002 -7.2345 0.01 -0.02 0.00
H -3.2468 -0.5135 -5.2071 -0.01 0.08 -0.03
H -3.8169 -0.7116 -6.8551 0.02 0.10 -0.01
H -2.3249 1.2517 -6.7065 0.06 0.04 -0.04
H -1.5987 0.0215 -7.7392 0.05 0.01 -0.01
C 4.5477 1.3485 6.9363 -0.03 -0.03 -0.03
C 4.7190 1.6715 5.4562 0.01 -0.15 0.18
C 4.7655 3.1780 5.1752 -0.11 -0.18 0.05
C 3.5227 3.8280 5.5999 -0.62 0.44 0.12
N 2.5292 4.3206 5.9214 0.64 -0.40 -0.26
H 3.6030 1.7334 7.3223 0.02 0.05 -0.01
H 4.5505 0.2703 7.0944 0.03 0.00 0.01
H 5.3581 1.7776 7.5274 -0.01 0.00 0.01
H 3.8992 1.2209 4.8914 0.01 0.05 -0.06
H 5.6439 1.2203 5.0930 0.01 0.07 -0.07
H 4.9043 3.3634 4.1098 0.01 0.08 0.00
H 5.5981 3.6398 5.7068 0.01 0.03 0.01
```
Forces are in eV/Å.

---

Record 2
The following is a DFT calculation (the ωB97M-V functional and the def2-TZVPD basis) of 3 unconnected molecules or ions with the total composition C20H37BO8.

Values from the calculation:
* LUMO energy: -0.6159 eV
* DFT total energy: -38397.677 eV
* SMILES: CCB(O)C1=C(CCCCOC(C)=O)C(=O)OC1=O.CCOCC.CCOCC
* ΔE to the lowest compared entry with this formula, charge and spin: 0.000 eV
* HOMO: -9.68 eV
* gap between HOMO and LUMO: 9.1 eV

```
66
Properties=species:S:1:pos:R:3:forces:R:3
C 1.4230 -1.7794 1.6661 0.28 0.03 0.13
C 0.7747 -0.7821 2.6363 0.04 -0.70 -0.26
B -0.7402 -0.4865 2.4109 -0.19 0.07 0.38
O -1.3883 0.3390 3.3040 0.75 0.36 -0.26
C -1.5939 -1.0487 1.2052 0.08 0.27 -0.21
C -1.8090 -0.4949 0.0093 -0.18 -0.09 0.00
C -1.2622 0.7521 -0.5931 -0.02 0.04 -0.12
C -0.0641 0.4466 -1.5207 0.14 -0.16 0.21
C 0.9606 1.5831 -1.7054 -0.16 0.06 -0.31
C 0.4101 2.9683 -1.4251 0.10 -0.11 -0.02
O 1.3826 3.9084 -1.9037 0.09 -0.04 -0.06
C 1.0372 5.2019 -1.8051 0.21 -0.06 -0.11
C 2.0861 6.1034 -2.3931 -0.06 0.19 0.11
O 0.0033 5.5703 -1.3180 -0.25 0.09 0.11
C -2.7523 -1.3744 -0.7484 0.06 0.02 -0.09
O -3.1724 -1.2399 -1.8536 -0.05 0.03 -0.01
O -3.0913 -2.4390 0.0543 0.16 -0.01 0.04
C -2.3712 -2.3205 1.2388 0.00 -0.07 0.00
O -2.4138 -3.1597 2.0794 -0.02 0.06 0.04
H 1.4535 -1.4055 0.6403 -0.15 -0.06 0.01
H 0.9163 -2.7464 1.6852 -0.08 0.07 -0.10
H 2.4586 -1.9708 1.9554 -0.02 0.01 -0.02
H 0.9156 -1.1766 3.6503 -0.04 0.29 0.08
H 1.3009 0.1792 2.5843 -0.05 0.00 0.19
H -1.9173 1.0209 2.8800 -0.61 -0.31 0.13
H -0.9849 1.4444 0.2052 0.07 -0.08 0.01
H -2.0538 1.2268 -1.1777 0.02 0.07 0.08
H -0.4506 0.1282 -2.4903 -0.05 0.05 0.03
H 0.4580 -0.4177 -1.1027 0.02 0.01 -0.11
H 1.2740 1.5872 -2.7512 0.09 -0.02 0.05
H 1.8557 1.4074 -1.1051 -0.08 0.05 0.09
H 0.2600 3.1488 -0.3592 -0.10 0.04 -0.05
H -0.5337 3.1299 -1.9503 0.02 0.05 0.04
H 2.0326 6.0616 -3.4817 0.04 -0.08 0.03
H 1.8812 7.1215 -2.0708 0.01 -0.02 -0.04
H 3.0853 5.8095 -2.0770 -0.03 -0.08 -0.06
C -2.4417 2.1907 -5.6811 0.04 -0.06 0.00
C -1.1246 2.9475 -5.6652 -0.06 0.04 0.00
O -0.0615 2.2359 -5.0526 0.04 -0.01 0.11
C 0.2976 1.0114 -5.6704 0.00 -0.05 0.00
C 0.7954 1.1636 -7.0973 -0.04 0.07 -0.01
H -2.6886 1.8322 -4.6804 -0.02 0.02 0.00
H -3.2422 2.8478 -6.0224 0.00 0.01 0.01
H -2.4139 1.3301 -6.3507 -0.01 0.01 -0.01
H -1.2278 3.8578 -5.0735 0.02 -0.01 0.01
H -0.8470 3.2550 -6.6797 0.00 -0.02 0.00
H -0.5356 0.3005 -5.6302 -0.01 0.01 -0.01
H 1.0937 0.6049 -5.0444 0.00 0.02 0.01
H -0.0012 1.4623 -7.7797 -0.01 -0.02 0.00
H 1.1952 0.2136 -7.4533 0.01 0.00 0.01
H 1.5847 1.9149 -7.1461 0.02 -0.02 0.00
C 0.8001 -5.8713 5.5375 -0.05 0.05 0.00
C 1.7717 -4.8248 6.0568 0.02 -0.05 -0.01
O 1.4043 -3.4933 5.7410 0.02 0.09 -0.01
C 0.1665 -3.0548 6.2759 -0.10 0.01 -0.04
C 0.1104 -3.0556 7.7940 0.09 -0.08 0.00
H 0.6114 -5.7209 4.4737 0.02 -0.02 -0.01
H 1.2183 -6.8684 5.6804 0.01 0.00 0.00
H -0.1575 -5.8379 6.0586 0.01 -0.01 0.01
H 2.7476 -4.9625 5.5907 0.00 0.02 -0.01
H 1.9143 -4.9392 7.1375 -0.02 0.00 0.00
H -0.6590 -3.6447 5.8618 0.00 -0.01 0.02
H 0.0416 -2.0367 5.9049 0.04 0.00 -0.01
H 0.1150 -4.0667 8.2037 -0.03 0.00 0.00
H -0.8043 -2.5672 8.1312 0.00 0.01 -0.01
H 0.9667 -2.5202 8.2064 -0.02 0.03 0.00
```
Forces are in eV/Å.

---

Record 3
The following is a DFT calculation (the ωB97M-V functional and the def2-TZVPD basis) of 6 unconnected molecules or ions with the total composition C20H37ClN12O8 at a distorted geometry.

Values from the calculation:
* LUMO energy: -1.0029 eV
* DFT total energy: -68123.817 eV
* SMILES: CC(=O)N(C)CCCCc1c(Cl)ccc2c1C(=O)NC2=O.NC(N)=O.NC(N)=O.NC(N)=O.NC(N)=O.NC(N)=O
* HOMO: -9.13 eV
* gap between HOMO and LUMO: 8.1 eV

```
78
Properties=species:S:1:pos:R:3:forces:R:3
C 3.9441 -3.7340 4.3180 -0.52 0.76 0.99
C 4.6251 -2.2761 4.4668 3.83 0.78 -0.43
O 5.8766 -2.1101 4.4255 -4.73 -1.21 0.07
N 3.8101 -1.0260 4.6682 -1.42 -2.94 -0.72
C 2.9081 -1.3117 5.8362 -0.46 0.02 0.79
C 2.9016 -0.9360 3.4548 -0.20 1.14 -0.37
C 2.0231 0.4027 3.5542 1.13 0.88 -0.56
C 1.6665 0.9131 2.0714 0.27 0.39 -0.06
C 0.9096 -0.1659 1.1562 0.32 -0.99 0.14
C -0.1324 -1.0892 1.9266 -1.91 -1.35 1.25
C -0.0326 -2.6608 1.9667 -3.38 1.41 2.03
Cl 1.3180 -3.5749 1.1691 -1.66 1.24 0.97
C -1.1327 -3.4995 2.7147 -0.67 2.73 0.03
C -2.3589 -2.8521 3.4307 2.68 2.71 -1.65
C -2.4457 -1.3118 3.4048 2.67 -1.65 -1.38
C -1.3520 -0.4872 2.6632 -0.64 -2.45 0.46
C -1.8477 1.0125 2.8381 1.28 0.75 -0.51
O -1.2588 2.1127 2.7914 -1.97 -3.86 -0.02
N -3.2891 0.9126 3.1523 1.15 -0.01 3.70
C -3.5015 -0.2864 4.0073 -0.31 -1.46 -0.49
O -4.3402 -0.4106 4.9254 2.91 0.72 -3.33
H 2.7944 -3.6257 4.3229 1.87 -0.27 -0.20
H 4.2111 -4.3117 5.2770 -0.23 0.77 -1.57
H 4.2982 -4.3027 3.3980 -0.35 0.98 1.28
H 3.4031 -2.0912 6.5245 -0.75 1.49 -0.75
H 2.7146 -0.3165 6.3657 0.30 -1.57 -0.47
H 1.8847 -1.7425 5.5238 1.43 0.54 0.38
H 3.5838 -0.8775 2.5257 -1.15 -0.08 1.36
H 2.1877 -1.8231 3.3614 1.05 0.94 0.10
H 1.1277 0.3379 4.2584 1.06 -0.21 -1.13
H 2.7213 1.2096 4.0048 -1.11 -1.26 -0.63
H 2.6830 1.1215 1.5574 -1.59 -0.40 0.74
H 1.1272 1.9349 2.0699 0.65 -1.85 0.25
H 0.4053 0.2830 0.2132 0.78 -0.69 1.86
H 1.7274 -0.8744 0.7453 -1.43 0.99 0.63
H -1.1029 -4.6501 2.7452 0.25 2.12 -0.23
H -3.1689 -3.4643 3.9468 1.47 0.76 -0.83
H -3.4352 1.6571 3.8697 -0.43 0.11 -1.28
C -1.0607 0.4817 -2.2379 0.16 -0.16 -0.48
O -0.1061 0.2058 -1.5173 -0.14 0.08 -0.30
N -1.0455 0.2900 -3.5746 0.36 0.12 -0.10
N -2.2147 1.0037 -1.7531 -0.40 0.34 0.68
H -1.8173 0.5090 -4.1823 -0.06 -0.41 -0.18
H -0.2056 -0.0966 -3.9732 -0.21 0.04 0.01
H -2.2659 1.1619 -0.7598 -0.04 -0.01 -0.19
H -3.0065 1.2355 -2.3249 0.08 -0.11 -0.01
C -3.3579 -0.4435 -6.9063 0.23 0.35 -0.46
O -2.8771 -0.4130 -5.7788 -0.09 0.04 0.26
N -2.8716 0.2940 -7.9301 0.32 0.27 0.02
N -4.4223 -1.2230 -7.2224 -0.61 -0.60 0.34
H -3.2545 0.2795 -8.8577 -0.04 -0.09 0.12
H -2.0743 0.8912 -7.7372 -0.01 0.04 -0.04
H -4.8129 -1.7877 -6.4858 0.06 0.09 -0.17
H -4.8322 -1.2644 -8.1372 0.09 0.03 0.07
C 0.1012 2.6773 -6.7135 0.16 0.07 0.01
O -0.6576 2.0464 -7.4397 0.01 0.02 -0.09
N 1.3262 3.0849 -7.1178 0.24 -0.05 -0.51
N -0.2207 3.0206 -5.4436 -0.54 0.06 0.44
H 1.9627 3.6020 -6.5391 -0.01 -0.06 -0.10
H 1.6031 2.8486 -8.0573 0.12 0.10 0.19
H -1.1247 2.7344 -5.1058 0.21 0.02 0.00
H 0.3863 3.5363 -4.8330 -0.02 -0.09 -0.06
C 4.3139 5.2827 -7.6864 0.03 -0.30 -0.33
O 4.2538 4.1974 -8.2444 -0.12 0.06 0.14
N 4.0896 6.4517 -8.3349 -0.17 0.43 -0.54
N 4.6108 5.4119 -6.3684 0.04 -0.25 0.78
H 4.1341 7.3529 -7.8951 0.01 -0.09 -0.02
H 3.8662 6.3970 -9.3153 0.05 0.02 0.18
H 4.7848 4.5649 -5.8519 0.06 0.17 -0.10
H 4.6653 6.2933 -5.8911 0.01 -0.07 -0.06
C -4.1836 -3.7972 7.3271 -0.10 -0.23 -0.31
O -4.2254 -4.8774 6.7551 0.06 0.07 0.03
N -4.4228 -2.6251 6.6920 -0.10 0.10 -0.34
N -3.8935 -3.6795 8.6476 0.21 -0.27 0.77
H -4.3933 -1.7284 7.1414 0.00 -0.04 -0.16
H -4.6415 -2.6710 5.7112 -0.01 0.21 0.24
H -3.7094 -4.5297 9.1544 -0.04 0.17 -0.09
H -3.8541 -2.8034 9.1354 -0.02 -0.07 -0.08
```
Forces are in eV/Å.